Record 1
Entry from the OMol25 dataset: a structure of composition C40H42ClN4O2Sb2Ti (ωB97M-V with the def2-TZVPD basis set).

Structure (XYZ):
```
92
Properties=species:S:1:pos:R:3:forces:R:3
Ti 0.30254 -0.60360 -0.60448 0.1 -0.6 0.4
C -3.46291 1.16220 -0.70008 0.0 0.0 0.0
C -3.07629 -0.28626 -0.98274 0.0 0.0 0.0
C -3.62169 -1.30706 0.02557 0.0 0.0 0.0
Sb -2.20777 -2.26111 1.37042 0.0 -0.1 0.0
C -3.13350 -4.18261 1.17901 0.0 0.0 0.0
C -4.50748 -4.30445 1.37689 0.0 0.0 0.0
C -5.12456 -5.54660 1.30176 0.0 0.0 0.0
C -4.37191 -6.67978 1.03039 0.0 0.0 0.0
C -3.00222 -6.56937 0.83932 0.0 0.0 0.0
C -2.38566 -5.32769 0.91617 0.0 0.0 0.0
C -0.79883 -2.71089 -0.23240 0.0 0.3 0.1
C 0.54931 -2.99657 0.06198 0.1 0.3 -0.1
C 1.34407 -3.76367 -0.81550 0.0 -0.1 -0.1
C 0.81873 -4.22500 -1.99552 0.1 0.0 0.1
C -0.50650 -3.90234 -2.34173 -0.1 0.1 0.0
C -1.28819 -3.16054 -1.48908 0.0 0.0 -0.1
Sb -2.38958 2.01729 0.96772 0.0 0.0 0.1
C -3.43617 3.87654 1.01000 0.0 0.0 0.0
C -3.03554 4.81564 1.95894 0.0 0.0 0.0
C -3.64470 6.06109 2.02128 0.0 0.0 0.0
C -4.66778 6.37779 1.13847 0.0 0.0 0.0
C -5.07972 5.44687 0.19639 0.0 0.0 0.0
C -4.46586 4.20213 0.13168 0.0 0.0 0.0
C -0.79586 2.82336 -0.25505 0.0 0.2 0.0
C 0.53704 2.75719 0.15507 0.0 0.0 0.0
C 1.53126 3.47084 -0.51090 0.0 0.0 0.0
C 1.20538 4.26598 -1.59695 0.0 0.0 0.0
C -0.11952 4.35145 -2.01393 0.0 0.0 0.0
C -1.10662 3.64268 -1.34587 0.0 -0.1 0.0
H -4.53275 1.21320 -0.48946 0.0 0.0 0.0
H -3.27417 1.79446 -1.57020 0.0 0.0 0.0
H -1.97263 -0.35707 -1.07292 0.0 0.0 0.0
H -3.42316 -0.55922 -1.98398 0.0 0.0 0.0
H -4.38058 -0.83710 0.65460 0.0 0.0 0.0
H -4.11536 -2.13029 -0.49022 0.0 0.0 0.0
H -5.11460 -3.43130 1.59364 0.0 0.0 0.0
H -6.19289 -5.62769 1.45602 0.0 0.0 0.0
H -4.85132 -7.64794 0.97147 0.0 0.0 0.0
H -2.41061 -7.45171 0.63103 0.0 0.0 0.0
H -1.31383 -5.26210 0.76080 0.0 0.0 0.0
H 0.95516 -2.75157 1.03902 0.0 0.0 0.0
H 2.36010 -4.00824 -0.53384 0.0 0.0 0.0
H 1.41750 -4.83541 -2.65882 0.0 0.0 0.0
H -0.92466 -4.26924 -3.27135 0.0 0.0 0.0
H -2.32495 -2.97800 -1.74940 0.0 0.0 0.0
H -2.23983 4.58218 2.65881 0.0 0.0 0.0
H -3.32255 6.78227 2.76125 0.0 0.0 0.0
H -5.14612 7.34698 1.18859 0.0 0.0 0.0
H -5.88084 5.68776 -0.49074 0.0 0.0 0.0
H -4.80370 3.49262 -0.61447 0.0 0.0 0.0
H 0.80210 2.19286 1.04068 0.0 0.0 0.0
H 2.55605 3.41942 -0.16288 0.0 0.0 0.0
H 1.97320 4.82833 -2.11188 0.0 0.0 0.0
H -0.38292 4.99101 -2.84722 0.0 0.0 0.0
H -2.13940 3.76524 -1.65494 0.0 0.0 0.0
Cl 4.04616 0.53984 5.59981 0.0 0.0 0.0
C 2.92821 0.30729 4.29779 -0.1 0.0 0.1
C 1.54858 0.30154 4.56686 0.1 0.0 0.1
C 0.63818 0.12405 3.55810 -0.1 0.0 -0.2
C 1.06782 -0.06244 2.23023 0.3 0.0 0.3
O 0.18614 -0.21632 1.27008 -0.1 0.1 -0.7
C 2.46072 -0.06360 1.96419 -0.1 0.0 0.2
C 2.98172 -0.25361 0.65374 0.1 0.0 -0.4
O 2.31019 -0.49017 -0.37633 -0.2 0.1 0.3
C 3.37916 0.13040 3.02333 0.0 0.0 -0.1
H 1.21166 0.44134 5.58548 0.0 0.0 0.0
H -0.42576 0.12466 3.75441 0.0 0.0 0.0
H 4.06573 -0.19379 0.52884 0.1 0.0 0.0
H 4.44287 0.13449 2.82042 0.0 0.0 0.0
C 1.41467 -1.12612 -3.50297 0.0 0.0 0.0
N 1.65997 -0.74854 -4.87679 0.0 0.0 0.0
C 2.23097 0.59996 -4.90967 0.0 0.0 0.0
N 1.32747 1.57629 -4.29782 0.0 0.0 0.0
C 1.08452 1.19437 -2.92545 0.0 0.0 0.0
N 0.46829 -0.17692 -2.81491 0.1 0.0 0.0
C -0.79740 -0.14935 -3.62243 0.0 0.0 0.0
N -0.55692 0.22432 -4.99759 0.0 0.0 0.0
C 0.38227 -0.73072 -5.59456 0.0 0.0 0.0
C 0.05547 1.55756 -5.02387 0.0 0.0 0.0
H 2.35152 -1.13112 -2.94278 0.0 0.0 0.0
H 0.97306 -2.11976 -3.47448 0.0 0.0 0.0
H 2.41595 0.88270 -5.94589 0.0 0.0 0.0
H 3.17971 0.60153 -4.37042 0.0 0.0 0.0
H 0.39894 1.90256 -2.46486 0.0 0.0 0.0
H 2.02586 1.18385 -2.37470 0.0 0.0 0.0
H -1.47390 0.57504 -3.16424 0.0 0.0 0.0
H -1.24807 -1.14278 -3.58107 0.0 0.0 0.0
H 0.55992 -0.45264 -6.63312 0.0 0.0 0.0
H -0.05805 -1.72932 -5.57023 0.0 0.0 0.0
H -0.62794 2.27526 -4.56586 0.0 0.0 0.0
H 0.22894 1.84815 -6.05977 0.0 0.0 0.0
```
Forces are in eV/Å.

Max |F|, Eh/bohr: 0.0145
Frontier orbital gap (spin up / spin down), eV: 6.31 / 6.32
HOMO level (spin up / spin down), eV: -9.518 / -9.528
Net charge: +1

***

Record 2
Entry from the OMol25 dataset: a structure of composition C40H42CoO2P2S5Sb2 in a non-equilibrium geometry (ωB97M-V with the def2-TZVPD basis set).

Structure (XYZ):
```
94
Properties=species:S:1:pos:R:3:forces:R:3
Co 0.90680 0.63890 -0.27130 -0.1 -0.1 0.9
C 1.92590 -4.31390 -0.91230 -0.3 0.4 0.1
Sb 1.16860 -2.28040 -1.08160 0.2 -0.7 -0.6
C 2.42170 -1.81590 -2.78190 -0.3 -0.1 0.2
C -0.68960 -2.85320 -2.16960 0.6 0.4 0.6
C -0.40750 -3.13120 -3.58640 0.0 -0.1 -0.5
C -0.25020 -4.46880 -3.96490 -0.1 0.1 -0.1
C 0.01310 -4.83300 -5.26950 0.1 0.0 0.0
C 0.14530 -3.84630 -6.23360 0.1 0.0 0.0
C 0.01550 -2.52070 -5.86910 0.0 -0.1 0.1
C -0.25440 -2.12980 -4.55600 -0.1 -0.5 -0.1
C -0.40970 -0.64540 -4.37910 0.1 0.5 0.5
Sb -0.49560 0.52840 -2.52180 -1.0 0.1 -1.2
C -2.65220 0.52150 -2.34800 0.5 -0.1 0.1
C -0.45730 2.42590 -3.53980 0.1 -0.3 0.1
H 1.28730 -4.89340 -0.25310 -0.1 -0.1 0.1
H 2.93420 -4.30190 -0.51230 0.1 0.0 0.0
H 1.92760 -4.75050 -1.90650 0.0 0.0 -0.1
H 2.06500 -2.34460 -3.65900 0.0 -0.1 -0.1
H 3.44010 -2.12460 -2.56750 0.1 0.0 0.1
H 2.41260 -0.74380 -2.96720 0.0 0.1 0.0
H -1.39780 -2.04330 -2.03010 -0.2 0.0 0.1
H -1.05370 -3.74080 -1.65720 -0.1 0.0 0.1
H -0.37630 -5.23720 -3.21370 0.0 0.0 0.1
H 0.11720 -5.87310 -5.53820 0.0 -0.1 0.0
H 0.35650 -4.10190 -7.26110 0.0 0.0 -0.1
H 0.11580 -1.75210 -6.62180 0.0 0.1 -0.1
H -1.34210 -0.34330 -4.86180 0.0 0.1 0.0
H 0.39740 -0.15860 -4.93080 0.0 0.1 0.0
H -3.05390 0.86140 -3.29820 0.0 0.0 -0.1
H -2.94120 1.20930 -1.56090 0.0 0.1 0.1
H -3.03930 -0.46800 -2.12630 0.0 -0.1 0.0
H -1.05960 2.37970 -4.44220 -0.1 -0.1 -0.1
H 0.56000 2.71660 -3.79040 0.0 0.0 0.0
H -0.87070 3.16530 -2.85900 0.0 0.1 0.0
S 6.99490 3.83390 -2.78030 -0.4 -0.3 0.3
C 5.67360 3.18130 -2.07510 0.5 0.3 -0.2
S 4.13900 4.00860 -2.02330 0.0 -0.4 0.1
C 3.23020 2.70930 -1.28910 -0.9 1.0 -0.3
C 3.94600 1.58440 -0.93250 0.5 -1.0 0.4
S 3.26200 0.22700 -0.16340 0.3 0.2 -0.1
S 5.65500 1.60910 -1.31030 -0.4 0.2 0.0
S 1.56190 2.88050 -1.05710 0.6 0.1 -0.2
O -0.65890 1.86190 0.52560 0.2 -0.6 -0.9
P -0.68740 2.58830 1.82920 0.0 0.7 1.2
C -0.83600 1.36670 3.20550 0.3 0.1 -0.7
P 0.31280 -0.07700 2.98210 -0.2 0.0 1.3
O 0.40510 -0.49220 1.55230 0.2 0.2 -0.8
C -0.47230 -1.35380 3.99880 0.3 0.3 -0.3
C -1.48390 -2.11870 3.43130 0.0 0.0 -0.1
C -2.16410 -3.04620 4.20080 -0.1 0.0 0.0
C -1.83110 -3.20640 5.53750 0.0 0.0 0.1
C -0.80000 -2.46550 6.09540 -0.1 0.0 0.1
C -0.12120 -1.53430 5.32970 0.1 0.1 0.0
C 1.94750 0.23970 3.70820 -0.6 -0.1 -0.1
C 2.98280 -0.55840 3.23080 -0.1 0.0 -0.1
C 4.26570 -0.39500 3.72200 0.1 0.0 0.0
C 4.51680 0.56450 4.69110 0.0 0.0 0.0
C 3.48390 1.35560 5.16980 0.0 0.1 0.1
C 2.19890 1.19050 4.68810 -0.1 0.0 0.0
C -2.09570 3.72760 1.80640 0.5 -0.3 0.1
C -2.96090 3.97680 2.86220 0.1 -0.1 0.0
C -3.99730 4.87940 2.68950 -0.1 0.0 0.2
C -4.16290 5.53920 1.48340 0.0 0.0 0.0
C -3.29600 5.29370 0.43130 0.0 0.0 0.0
C -2.26610 4.38810 0.59310 0.1 -0.1 -0.1
C 0.82450 3.54760 2.15280 -0.6 -0.2 0.0
C 2.04700 2.89130 2.07190 -0.1 0.0 -0.1
C 3.22410 3.59100 2.26180 0.1 -0.1 -0.1
C 3.18790 4.95970 2.48040 -0.1 0.0 0.0
C 1.97030 5.61560 2.55320 -0.1 0.1 0.0
C 0.78550 4.91110 2.41490 -0.1 0.0 0.0
H -1.83840 0.92850 3.11880 0.1 0.0 0.1
H -0.72160 1.82280 4.18690 0.0 0.0 0.1
H -1.72380 -1.98000 2.38740 -0.1 0.0 -0.1
H -2.95800 -3.63920 3.76910 0.0 0.0 0.0
H -2.37760 -3.90780 6.15160 0.0 -0.1 0.0
H -0.53120 -2.61030 7.13150 0.0 0.0 0.1
H 0.68170 -0.95180 5.75820 0.1 0.0 0.1
H 2.77410 -1.28780 2.46060 0.1 -0.1 0.0
H 5.07140 -1.00920 3.34830 0.0 -0.1 0.0
H 5.51650 0.70520 5.07630 0.1 0.0 0.0
H 3.67320 2.11040 5.91750 0.1 0.0 0.1
H 1.40520 1.81770 5.06510 -0.1 0.1 0.0
H -2.83570 3.47370 3.81010 0.0 -0.1 0.1
H -4.67790 5.06720 3.50430 -0.1 0.0 0.1
H -4.97240 6.24090 1.36110 -0.1 0.1 0.0
H -3.42250 5.80700 -0.50830 0.0 0.1 -0.1
H -1.58230 4.17470 -0.21530 0.0 0.0 -0.2
H 2.06460 1.83270 1.83070 0.3 0.2 0.0
H 4.16860 3.07220 2.22690 0.1 -0.1 -0.1
H 4.10490 5.52080 2.58020 0.1 0.0 0.0
H 1.93530 6.68300 2.70560 0.0 0.1 0.1
H -0.16220 5.42630 2.49330 0.0 0.0 -0.1
```
Forces are in eV/Å.

Max |F|, Eh/bohr: 0.0302
Frontier orbital gap (spin up / spin down), eV: 7.43 / 5.77
Multiplicity: 5
⟨S²⟩: 6.032
HOMO level (spin up / spin down), eV: -9.591 / -10.096
Net charge: +1